Record 1
Computed, not measured: C6H10O2 as an isolated structure, with ωB97M-V with the def2-TZVPD basis set.

ΔE to the lowest compared entry with this formula, charge and spin   162.6 kcal per mole
E_LUMO   0.826 eV

Positions of all 18 atoms, in Å:
1 H -2.535 -0.684 -2.276
2 O -0.616 -1.346 -0.930
3 C 1.231 2.243 0.419
4 O -0.982 0.772 -1.165
5 C -1.357 -1.468 -2.128
6 C -0.485 -0.159 -0.559
7 H -1.552 -2.246 -2.449
8 H -1.040 -0.952 -2.942
9 H 2.318 2.522 0.125
10 H 1.499 1.017 1.927
11 C 0.200 -1.388 1.652
12 C 0.971 0.960 1.100
13 H -1.122 -1.549 1.577
14 H 0.905 -2.079 1.408
15 H 1.070 3.282 0.927
16 C 0.184 -0.080 0.770
17 H 0.702 2.436 -0.278
18 H 0.609 -1.280 2.823

Cartesian forces, eV/Å:
3.139 -2.643 1.551
-1.189 -4.834 -2.645
7.148 1.677 7.169
0.742 0.391 0.303
-1.927 14.618 4.633
-0.459 4.697 2.088
-3.108 -14.216 -3.853
2.416 1.823 -1.923
-1.353 -1.428 0.339
2.226 -1.013 4.448
-4.862 3.886 2.826
-2.264 0.661 -3.244
4.369 -0.851 0.789
1.019 -2.592 -1.916
-0.103 -2.090 0.739
2.541 -0.324 1.239
-6.584 1.596 -9.681
-1.750 0.642 -2.863

---

Record 2
Computed, not measured: one molecule with the formula C6H10O2, with ωB97M-V with the def2-TZVPD basis set.

ΔE to the lowest compared entry with this formula, charge and spin   109.2 kcal per mole
E_LUMO   0.652 eV

Positions of all 18 atoms, in Å:
1 H 0.772 1.652 -0.082
2 H 0.116 -0.360 2.213
3 H 2.252 -1.430 0.332
4 H -1.955 1.165 -0.042
5 O -0.735 -1.618 -1.641
6 C 0.769 -0.004 1.409
7 C 0.044 1.165 0.590
8 C -0.975 -0.671 -0.620
9 C 1.136 -1.235 0.377
10 H 0.671 -2.095 0.943
11 H -1.575 1.563 -2.259
12 C 0.377 -1.019 -0.874
13 C -0.979 0.764 -0.494
14 O -0.588 1.516 -1.623
15 H 0.907 -0.357 -1.472
16 H 1.757 0.313 1.778
17 H -0.380 1.842 1.396
18 H -1.614 -1.190 0.066

Cartesian forces, eV/Å:
0.152 0.281 1.010
0.320 0.030 -0.168
-1.341 0.392 -0.267
0.661 -0.526 -1.121
1.228 0.174 -0.647
0.342 -0.165 -2.770
1.242 -0.467 1.557
-0.738 -0.987 -0.104
-0.099 -2.295 3.040
0.780 0.354 -0.719
4.799 -0.189 2.659
0.361 -1.532 0.857
-2.955 3.539 1.469
-5.232 0.206 -3.375
0.463 1.290 -1.473
-0.724 0.260 0.226
0.462 -0.372 -1.445
0.279 0.009 1.271

---

Record 3
Computed, not measured: a 4-piece molecular cluster, C6H10O2 overall, with ωB97M-V with the def2-TZVPD basis set.

ΔE to the lowest compared entry with this formula, charge and spin   203.6 kcal per mole
E_LUMO   0.303 eV

Positions of all 18 atoms, in Å:
1 C 0.056 0.521 -0.443
2 H 1.729 -2.168 -0.224
3 H 0.104 3.073 -2.041
4 C 0.902 2.475 -0.842
5 H 0.583 -2.756 -1.470
6 H 0.501 2.713 0.551
7 C 0.944 -1.832 -1.015
8 H -1.959 -1.794 0.228
9 H -2.630 -0.705 2.347
10 O -0.801 -1.803 1.914
11 C -1.534 -0.520 1.887
12 O 0.915 1.192 -1.338
13 C -1.148 -1.197 0.602
14 H -1.055 0.297 2.371
15 H 1.599 -1.096 -1.577
16 C 0.002 -0.781 -0.321
17 H -0.476 1.297 0.334
18 H 2.268 3.084 -0.964

Cartesian forces, eV/Å:
-0.234 1.875 0.893
-1.589 0.356 -0.898
1.984 -0.672 4.057
2.097 5.319 -2.038
-0.343 0.709 -0.327
1.217 -0.606 -4.722
2.072 2.542 2.232
-0.145 -0.010 -0.838
2.381 0.675 -1.494
-0.312 1.745 -0.920
-2.169 -3.095 0.668
-0.886 -0.377 3.251
0.879 -0.324 2.058
0.685 0.598 -0.125
-0.776 -1.626 -0.460
-1.419 -2.611 0.664
0.869 -2.579 -2.429
-4.311 -1.920 0.428

---

Record 4
Computed, not measured: one molecule with the formula C6H10O2, with ωB97M-V with the def2-TZVPD basis set.

ΔE to the lowest compared entry with this formula, charge and spin   109.2 kcal per mole
E_LUMO   0.943 eV

Positions of all 18 atoms, in Å:
1 H 2.317 0.120 1.837
2 C 0.321 -1.371 -0.376
3 O 1.521 -1.067 0.503
4 H -1.410 1.856 -1.301
5 H 0.811 -1.737 -1.310
6 C -0.663 1.066 -1.466
7 H 1.342 0.756 -1.374
8 H 0.004 -2.413 -0.090
9 O 1.027 1.416 0.645
10 H -1.317 1.022 0.912
11 C -0.547 -0.141 -0.485
12 C 0.551 0.902 -0.626
13 H 0.494 -0.205 2.038
14 C -1.485 -0.031 0.618
15 H -2.494 -0.272 0.261
16 H -1.379 -0.867 1.354
17 C 1.326 0.140 1.377
18 H -0.418 0.826 -2.517

Cartesian forces, eV/Å:
-0.439 0.907 0.216
2.155 -2.511 -1.557
-1.754 1.757 -0.064
0.005 -0.890 0.052
-0.160 1.138 0.088
-0.050 -0.374 -0.553
0.209 -0.749 1.103
-0.876 1.370 0.726
-0.153 -2.004 -0.542
-1.035 -0.651 1.119
2.283 -0.909 -1.315
0.348 1.238 0.739
0.716 1.239 -0.211
-1.210 -0.088 1.120
-0.044 0.796 -0.107
0.488 1.259 0.010
-0.146 -2.161 -1.414
-0.337 0.633 0.590

---

Record 5
Computed, not measured: one molecule with the formula C6H10O3, with ωB97M-V with the def2-TZVPD basis set.

ΔE to the lowest compared entry with this formula, charge and spin   47.6 kcal per mole
E_LUMO   0.614 eV

Positions of all 19 atoms, in Å:
1 H 1.121 -1.497 -1.046
2 C -0.352 1.293 -0.083
3 H -2.468 -0.182 -0.758
4 O 0.578 1.611 0.795
5 H 2.179 -0.297 1.146
6 H -1.761 -0.103 -2.372
7 H 1.634 -0.560 2.821
8 C 0.957 -0.453 -1.329
9 H -1.464 2.549 0.758
10 O -0.877 0.129 2.219
11 C 0.105 0.090 1.562
12 O -1.481 2.022 -0.057
13 H 1.820 0.141 -1.037
14 H 1.202 -1.720 1.543
15 H 0.906 -0.434 -2.423
16 C 1.375 -0.667 1.766
17 H -1.549 -1.552 -1.390
18 C -1.597 -0.461 -1.350
19 C -0.328 0.090 -0.766

Cartesian forces, eV/Å:
0.062 -0.004 0.011
-0.444 -0.832 -0.180
0.030 0.014 -0.005
-0.213 -0.729 0.608
-0.017 0.074 -0.029
-0.006 -0.040 0.016
-0.104 0.018 -0.069
-0.040 -0.056 0.056
0.062 -0.032 -0.113
0.539 -0.046 -0.641
-0.066 1.334 0.624
0.181 -0.055 0.102
0.006 -0.028 0.066
-0.007 0.001 0.096
-0.014 -0.008 0.021
-0.027 -0.244 -0.489
0.037 0.019 -0.018
-0.035 0.053 -0.018
0.057 0.562 -0.040

---

Record 6
Computed, not measured: a 2-piece molecular cluster, C6H10OP overall, with ωB97M-V with the def2-TZVPD basis set.

Total charge   +1
E_LUMO (spin up / spin down)   -2.987 / -7.060 eV
Spin multiplicity   3

Positions of all 18 atoms, in Å:
1 H 1.025 0.747 2.935
2 H -3.010 -2.911 -0.101
3 H 1.634 -1.457 -1.968
4 H -2.620 -1.449 0.947
5 H 1.478 -1.148 1.530
6 H 0.155 -1.214 -2.409
7 H -0.084 2.118 -1.158
8 P 0.695 0.148 -0.628
9 C 0.131 1.667 -0.270
10 C 0.328 1.958 1.203
11 C 0.881 0.773 1.853
12 H 0.848 2.867 1.533
13 O -1.861 -1.361 -0.964
14 H -0.756 1.969 1.654
15 C 1.176 -0.298 1.056
16 H 1.490 0.075 -2.935
17 C 0.984 -0.570 -2.197
18 C -2.493 -1.915 -0.081

Cartesian forces, eV/Å:
-0.057 0.008 -0.343
0.507 0.510 -0.830
0.390 1.003 -0.025
0.250 -0.058 -0.883
0.998 -2.524 0.371
-1.300 0.619 -1.094
-1.064 2.766 -1.492
1.472 -5.224 2.863
0.222 1.827 2.336
-3.120 1.156 0.472
0.886 -1.248 -0.549
-0.296 0.093 -0.480
-0.816 -1.030 0.952
1.561 0.768 -0.628
-1.048 2.656 -1.955
-0.679 -0.417 0.086
1.967 -1.533 0.429
0.127 0.630 0.770

---

Record 7
Computed, not measured: one molecule with the formula C6H10OS, with ωB97M-V with the def2-TZVPD basis set.

ΔE to the lowest compared entry with this formula, charge and spin   63.8 kcal per mole
E_LUMO   0.736 eV

Positions of all 18 atoms, in Å:
1 H 1.646 -0.663 1.948
2 H -0.285 -1.069 2.268
3 C -0.189 -1.282 -1.053
4 H 1.993 -1.413 -0.610
5 H -2.262 -0.100 -1.301
6 C -0.341 -0.326 1.384
7 H -0.660 1.736 -0.168
8 C -1.180 -0.816 0.150
9 H -0.402 -0.902 -2.009
10 C 1.159 -0.847 -0.420
11 H -1.616 -1.861 0.363
12 H -0.292 -2.368 -1.129
13 H -0.735 0.432 2.044
14 C -2.130 0.209 -0.278
15 C 1.073 -0.329 0.997
16 S 1.790 0.863 -0.321
17 O -1.663 1.596 -0.134
18 H -3.064 -0.024 0.126

Cartesian forces, eV/Å:
0.233 0.739 -2.466
-0.498 0.000 -1.634
0.836 0.685 3.994
1.686 -1.646 -0.562
-0.423 0.905 -1.016
-0.906 -2.353 1.585
-1.830 -1.082 -0.155
1.505 -2.554 0.621
-0.255 1.021 -1.086
-0.435 0.260 0.493
-0.255 2.035 0.205
0.552 0.086 0.076
-0.251 1.241 -0.857
1.309 1.056 -1.599
1.464 -0.130 -0.038
-1.275 -0.318 1.066
0.175 -0.933 -0.016
-1.635 0.986 1.389

---

Record 8
Computed, not measured: C6H10OS2 as an isolated structure, with ωB97M-V with the def2-TZVPD basis set.

ΔE to the lowest compared entry with this formula, charge and spin   69.5 kcal per mole
E_LUMO (spin up / spin down)   -0.193 / -0.194 eV

Positions of all 19 atoms, in Å:
1 O 0.820 -1.994 -0.128
2 H -0.776 -1.157 -1.188
3 H 1.844 0.816 -1.616
4 H -0.648 1.570 -1.663
5 H -1.034 -1.185 1.773
6 C 3.843 -0.373 0.369
7 H 0.305 0.504 1.139
8 H -0.034 2.478 -0.136
9 S 2.562 -1.386 -0.330
10 C -1.393 -1.452 0.794
11 S 3.120 1.221 0.324
12 H -1.431 1.723 -0.160
13 H -1.594 -2.531 0.710
14 H -2.348 -0.798 0.632
15 H 4.666 -0.681 1.037
16 C -0.279 -1.121 -0.236
17 C 0.352 0.367 0.010
18 C -0.414 1.545 -0.561
19 C 1.763 0.283 -0.605

Cartesian forces, eV/Å:
-0.814 -0.222 -0.134
0.224 -0.043 -1.043
-0.474 -1.579 0.996
1.059 -0.008 0.906
0.134 -0.265 0.598
-1.910 -0.476 -0.516
0.786 -0.304 -1.272
0.827 0.145 -0.862
0.703 1.541 0.519
-0.573 1.126 -0.895
-0.226 -1.107 0.095
0.080 -1.136 0.224
-0.225 0.493 0.200
1.617 -1.343 -0.006
-0.383 0.226 -0.484
0.734 1.455 1.438
-0.765 -1.297 0.228
-1.773 0.918 -0.183
0.980 1.877 0.191

---

Record 9
Computed, not measured: C6H10S as an isolated structure, with ωB97M-V with the def2-TZVPD basis set.

ΔE to the lowest compared entry with this formula, charge and spin   36.6 kcal per mole
E_LUMO   0.945 eV

Positions of all 17 atoms, in Å:
1 C -0.532 -0.808 0.862
2 C 0.463 1.075 0.744
3 S 2.443 -1.066 0.524
4 H 0.214 -1.122 -1.812
5 C -1.022 0.617 0.518
6 H 0.765 1.228 1.825
7 C 0.304 -0.127 -1.253
8 H -1.196 1.523 -1.459
9 C 0.794 -0.266 0.155
10 H -1.861 -0.119 -1.352
11 H 2.005 -2.296 0.394
12 H -0.268 -0.868 1.937
13 C -1.043 0.519 -1.024
14 H -1.170 -1.602 0.391
15 H -1.884 0.945 1.155
16 H 0.884 1.923 0.163
17 H 1.106 0.446 -1.768

Cartesian forces, eV/Å:
0.808 0.523 0.268
0.373 1.546 1.207
-0.781 1.308 -0.286
0.206 1.245 0.878
0.177 -0.312 0.813
-0.477 -0.472 -1.153
1.836 -1.273 -2.137
0.263 -0.510 -0.071
-0.276 -2.531 1.236
-0.054 0.014 -0.122
-0.245 -0.707 -0.134
-0.697 -0.553 -0.522
-1.377 1.390 0.351
0.980 0.234 0.701
0.739 0.317 -1.076
-0.531 -0.222 0.283
-0.943 0.001 -0.234

---

Record 10
Computed, not measured: one molecule with the formula C6H10S, with ωB97M-V with the def2-TZVPD basis set.

ΔE to the lowest compared entry with this formula, charge and spin   152.1 kcal per mole
E_LUMO   0.689 eV

Positions of all 17 atoms, in Å:
1 C 0.773 1.405 0.589
2 C -0.712 1.212 0.183
3 C 1.638 0.242 0.320
4 H 2.345 0.511 -0.442
5 H -1.951 -2.025 -0.002
6 H -2.028 -0.110 1.611
7 S -2.255 0.295 0.413
8 C 0.021 1.853 -0.680
9 C -2.588 -1.207 -0.350
10 H 0.322 -1.465 0.319
11 H 0.863 -0.833 -1.240
12 H 2.154 0.017 1.299
13 C 1.122 -1.041 -0.265
14 H -2.569 -1.144 -1.424
15 H 1.981 -1.688 -0.117
16 H 0.845 2.002 1.510
17 H 0.038 1.976 -1.724

Cartesian forces, eV/Å:
-2.654 0.112 -1.064
0.567 -0.233 0.366
1.807 -0.247 2.358
1.076 0.652 0.109
0.064 0.259 -0.026
0.382 -0.411 1.478
-0.759 0.353 -2.473
-0.918 -0.519 2.031
0.653 -0.029 0.851
-0.570 -0.188 -0.055
-0.715 -0.348 -2.274
-0.004 0.110 -1.076
0.424 -0.151 2.703
-0.428 0.314 -0.324
-0.085 -0.517 -0.779
0.685 0.139 -0.864
0.476 0.704 -0.961

---

no.,molecular weight (g/mol),total energy (hartree)
1,114.14,-384.84334
2,114.14,-384.92830
3,114.14,-384.77788
4,114.14,-384.92842
5,130.14,-460.27458
6,129.12,-650.73681
7,130.21,-707.94861
8,162.28,-1106.09769
9,114.21,-632.75121
10,114.21,-632.56710